Entry 1:
The following is a quantum chemistry calculation of 2 unconnected molecules or ions with the total composition C4H14N3 at a distorted geometry, from the OMol25 dataset.

Calculated values
- Expectation value of S²: 0.754
- Multiplicity: 2
- LUMO energy (spin up / spin down): 0.007 / 0.005 hartree
- Frontier orbital gap (spin up / spin down): 3.33 / 7.87 eV

Atoms and positions in Å:
C (1.50, -0.22, 3.06)
C (-0.69, 0.73, 2.82)
N (0.35, 0.11, 2.24)
H (1.33, 0.14, 4.08)
H (2.42, 0.30, 2.75)
H (1.70, -1.29, 2.89)
H (-1.52, 0.91, 2.14)
H (-0.67, 1.09, 3.85)
N (0.67, -0.42, -0.39)
C (-0.53, -0.13, -1.24)
C (-0.18, -0.16, -2.71)
N (-1.35, 0.23, -3.48)
H (1.07, -1.35, -0.60)
H (1.38, 0.27, -0.66)
H (0.54, -0.26, 0.68)
H (-1.34, -0.83, -1.03)
H (-0.87, 0.87, -0.97)
H (0.63, 0.57, -2.88)
H (0.23, -1.15, -2.98)
H (-1.18, 0.32, -4.47)
H (-2.01, -0.53, -3.39)

=====

Entry 2:
The following is a quantum chemistry calculation of 2 unconnected molecules or ions with the total composition C4H14N3 at a distorted geometry, from the OMol25 dataset.

Calculated values
- Expectation value of S²: 0.753
- Multiplicity: 2
- LUMO energy (spin up / spin down): 0.038 / 0.033 hartree
- Frontier orbital gap (spin up / spin down): 5.53 / 9.71 eV

Atoms and positions in Å:
C (0.49, -0.16, 2.36)
C (-0.19, -1.42, 0.40)
N (0.29, -1.40, 1.66)
N (-1.50, -1.00, 0.10)
N (0.43, -2.18, -0.61)
H (0.64, -2.21, 2.15)
H (-2.19, -0.85, 0.80)
H (-1.92, -0.96, -0.80)
H (1.42, -2.07, -0.72)
H (0.01, -2.13, -1.53)
H (-0.13, 0.03, 3.25)
H (0.41, 0.75, 1.77)
H (1.51, -0.15, 2.78)
C (0.79, 1.48, -1.72)
C (-0.61, 1.92, -1.20)
H (1.03, 2.14, -2.55)
H (1.52, 1.55, -0.91)
H (0.81, 0.45, -2.06)
H (-0.76, 2.99, -1.35)
H (-1.39, 1.36, -1.70)
H (-0.66, 1.85, -0.12)

=====

Entry 3:
The following is a quantum chemistry calculation of 2 unconnected molecules or ions with the total composition C4H14N3, from the OMol25 dataset.

Calculated values
- Net charge: +1
- LUMO energy: -0.103 hartree
- Frontier orbital gap: 10.93 eV

Atoms and positions in Å:
C (-1.49, 1.06, -1.58)
N (-0.09, 0.55, -1.59)
C (0.93, 1.62, -1.70)
H (-2.17, 0.23, -1.70)
H (-1.67, 1.54, -0.63)
H (-1.62, 1.78, -2.39)
H (0.01, -0.14, -2.34)
H (0.06, 0.05, -0.66)
H (0.77, 2.19, -2.61)
H (1.91, 1.17, -1.72)
H (0.83, 2.26, -0.83)
C (1.36, -1.53, 0.86)
N (-0.45, -1.48, 2.93)
C (-0.49, -0.51, 1.89)
N (0.31, -0.49, 0.91)
H (1.75, -1.74, 1.85)
H (2.16, -1.19, 0.20)
H (0.96, -2.45, 0.46)
H (-0.63, -1.02, 3.82)
H (-1.19, -2.17, 2.84)
H (-1.25, 0.27, 1.98)

=====

Entry 4:
The following is a quantum chemistry calculation of 3 unconnected molecules or ions with the total composition C4H14N3 at a distorted geometry, from the OMol25 dataset.

Calculated values
- Net charge: +1
- LUMO energy: -0.306 hartree
- Frontier orbital gap: 5.17 eV

Atoms and positions in Å:
N (-0.13, -1.35, 0.18)
C (-0.10, 0.04, -0.03)
C (0.47, 0.99, 1.12)
C (0.18, 0.14, 2.44)
N (0.90, -1.04, 2.69)
C (0.57, 0.30, -1.45)
N (-0.02, -0.54, -2.44)
H (-1.08, -1.70, 0.03)
H (-7.75, 6.48, -9.09)
H (1.89, -1.03, 2.66)
H (-1.18, 0.35, -0.16)
H (1.52, 1.19, 1.12)
H (-0.04, 1.92, 1.03)
H (0.30, 0.67, 3.37)
H (-0.86, -0.04, 2.29)
H (-7.98, 6.10, -10.15)
H (0.58, -1.68, 1.86)
H (1.62, 0.00, -1.17)
H (0.58, 1.37, -1.77)
H (0.10, -1.47, -2.09)
H (0.36, -0.46, -3.39)

=====

Entry 5:
The following is a quantum chemistry calculation of 2 unconnected molecules or ions with the total composition C4H14N3 at a distorted geometry, from the OMol25 dataset.

Calculated values
- Net charge: +1
- LUMO energy: -0.109 hartree
- Frontier orbital gap: 11.36 eV

Atoms and positions in Å:
C (-1.29, 2.29, -0.46)
C (-0.74, 0.35, 0.93)
N (-0.42, 1.53, 0.42)
N (-1.87, -0.30, 0.64)
N (0.05, -0.20, 1.88)
H (0.45, 1.98, 0.62)
H (-2.62, 0.07, 0.08)
H (-2.07, -1.15, 1.16)
H (0.81, 0.33, 2.27)
H (0.38, -1.16, 1.82)
H (-1.39, 3.27, 0.01)
H (-2.34, 2.04, -0.46)
H (-0.93, 2.46, -1.52)
C (0.84, -1.76, -1.06)
C (2.20, -1.09, -0.87)
H (0.72, -2.78, -0.74)
H (0.16, -1.57, -0.20)
H (0.52, -1.60, -2.07)
H (2.67, -1.57, -0.01)
H (2.12, -0.01, -0.66)
H (2.75, -1.14, -1.79)

=====

Entry 6:
The following is a quantum chemistry calculation of 2 unconnected molecules or ions with the total composition C4H14N3, from the OMol25 dataset.

Calculated values
- Net charge: +1
- LUMO energy: -0.093 hartree
- Frontier orbital gap: 11.08 eV

Atoms and positions in Å:
N (-2.11, -0.01, 1.56)
C (-1.92, -1.24, 1.07)
N (-0.96, -1.57, 0.28)
H (-2.89, 0.19, 2.16)
H (-1.61, 0.77, 1.17)
H (-2.64, -1.97, 1.42)
H (-1.07, -2.55, 0.06)
C (1.22, 1.95, 0.69)
C (0.91, 1.39, -0.68)
N (1.11, -0.10, -0.72)
C (1.39, -0.63, -2.08)
H (2.28, 1.94, 0.92)
H (0.85, 2.97, 0.75)
H (0.71, 1.37, 1.46)
H (-0.13, 1.56, -0.95)
H (1.53, 1.82, -1.47)
H (0.26, -0.61, -0.31)
H (1.90, -0.33, -0.11)
H (0.70, -0.16, -2.78)
H (1.24, -1.70, -2.08)
H (2.41, -0.38, -2.35)

=====

Entry 7:
The following is a quantum chemistry calculation of 2 unconnected molecules or ions with the total composition C4H14N3 at a distorted geometry, from the OMol25 dataset.

Calculated values
- Net charge: +1
- LUMO energy: -0.135 hartree
- Frontier orbital gap: 10.06 eV

Atoms and positions in Å:
C (2.01, -2.34, 1.85)
C (1.44, -1.36, 2.81)
H (2.08, -3.40, 2.18)
H (1.62, -2.51, 0.80)
H (3.06, -2.22, 1.66)
H (0.37, -1.34, 2.95)
H (1.55, -0.27, 2.44)
H (1.60, -1.41, 3.90)
C (-2.61, 2.06, -1.15)
C (-0.46, 0.76, -1.37)
N (-1.10, 1.93, -1.05)
N (0.92, 0.93, -1.37)
N (-1.09, -0.38, -1.96)
H (-0.56, 2.82, -0.94)
H (1.40, 1.50, -0.73)
H (1.40, 0.58, -2.17)
H (-2.10, -0.41, -2.04)
H (-0.68, -1.15, -2.31)
H (-3.10, 1.61, -0.16)
H (-2.91, 1.45, -1.90)
H (-2.83, 3.14, -1.42)

=====

Entry 8:
The following is a quantum chemistry calculation of 2 unconnected molecules or ions with the total composition C4H14N3O at a distorted geometry, from the OMol25 dataset.

Calculated values
- Net charge: +1
- LUMO energy: -0.101 hartree
- Frontier orbital gap: 11.57 eV

Atoms and positions in Å:
C (-0.61, 2.76, -0.60)
O (-1.51, 1.63, -0.31)
H (-2.40, 1.94, -0.36)
H (-1.26, 3.50, -1.08)
H (0.15, 2.45, -1.31)
H (-0.27, 3.00, 0.40)
C (0.91, -0.32, -0.73)
C (0.21, -0.51, -2.05)
C (0.33, -1.40, 1.38)
N (0.74, -1.50, 0.12)
N (-0.32, -0.35, 1.82)
N (0.61, -2.42, 2.23)
H (1.97, -0.08, -0.80)
H (0.54, 0.63, -0.32)
H (0.06, 0.46, -2.52)
H (-0.84, -0.82, -1.96)
H (1.38, -2.22, -0.13)
H (-0.64, 0.36, 1.16)
H (-0.64, -0.20, 2.76)
H (0.43, -2.35, 3.22)
H (0.55, -3.37, 1.90)
H (0.60, -1.19, -2.81)

=====

These records have energy relative to the best compared isomer or geometry (same formula, charge and spin) values of 197.6; 30.1; 119.3; 878.8; 110.1; 28.8; 217.6; 120.1 kJ/mol, in the order they appear.